Below is a structure of composition C14H12FN3O2S, with properties calculated with ωB97M-V/def2-TZVPD.

Properties
energy above the lowest of the compared OMol25 structures with the same formula, charge and spin	195.7	kcal/mol
multiplicity	1
Kohn-Sham gap	7.4	eV
HOMO level	-7.683	eV
total charge	0

Geometry (Å):
O  -0.07991  3.14202  4.71123
F  2.68786  -3.99590  -4.94132
N  0.86729  0.28258  2.18222
N  1.02820  1.03663  3.36416
O  0.33284  3.61665  2.15876
C  -0.06447  0.39166  1.19776
C  -3.58063  1.78200  0.75696
C  -3.70295  2.72761  1.66597
C  2.72604  -3.87579  -2.52122
C  1.44105  -2.47538  -3.88091
C  -2.37000  1.01036  0.53712
C  2.37685  -3.13603  -1.38008
C  1.13480  -1.67450  -2.76888
C  -2.54311  3.04550  2.32615
C  2.25506  -3.56026  -3.75344
C  -1.22382  1.16819  1.37097
C  1.55251  -2.03297  -1.48456
C  -1.33817  2.32702  2.28638
N  0.06998  -0.46894  0.12997
C  1.48263  -1.02209  -0.24633
S  0.11580  2.56237  3.36981
H  -0.44107  3.28116  1.70980
H  -4.38904  1.65021  0.13748
H  -4.59660  3.32616  1.68495
H  3.33128  -4.73234  -2.48581
H  1.24749  -2.28752  -5.00672
H  -2.35627  0.35976  -0.32674
H  2.62932  -3.29656  -0.36487
H  0.68918  -0.73463  -3.05268
H  -2.62679  3.83856  3.01952
H  -0.65854  -0.47595  -0.59193
H  2.21581  -0.26542  -0.37814
H  1.78744  -1.51414  0.57442

Cartesian forces (eV/Å) of the 3 atoms listed first:
0.6 -0.6 -2.7
0.5 -1.5 0.2
-1.0 1.2 -1.0

***

Below is a structure of composition C2H2N5, with properties calculated with ωB97M-V/def2-TZVPD.

Properties
energy above the lowest of the compared OMol25 structures with the same formula, charge and spin	126.2	kcal/mol
multiplicity	1
Kohn-Sham gap (spin up / spin down)	8.5 / 8.5	eV
HOMO level (spin up / spin down)	-14.944 / -14.944	eV
total charge	+1

Geometry (Å):
C  -0.49312  -0.21815  2.39425
C  0.35144  0.22928  1.62300
N  1.23370  -0.08357  -1.52832
N  0.14931  -0.32286  -1.72742
N  1.65174  1.03790  -0.17599
N  -1.00008  -0.51042  -1.75721
N  1.22001  0.70862  0.80006
H  -1.40677  -0.53491  2.80439
H  -1.70623  -0.30588  -2.43276

Cartesian forces (eV/Å) of the 3 atoms listed first:
2.2 1.6 -2.7
-2.4 -2.0 2.8
0.9 -2.1 -2.1

***

Below is a cluster of 2 separate species, C4H9NO2S in total, with properties calculated with ωB97M-V/def2-TZVPD.

Properties
energy above the lowest of the compared OMol25 structures with the same formula, charge and spin	97.3	kcal/mol
multiplicity	1
Kohn-Sham gap	8.8	eV
HOMO level	-8.280	eV
total charge	0

Geometry (Å):
C  -2.13598  0.52395  -0.16744
C  0.01693  -1.81505  1.02668
C  1.04797  1.29798  -1.32923
C  0.12160  -0.87158  -0.05109
N  -2.83950  0.08184  0.67278
O  -1.97345  1.06667  -1.20565
O  0.10802  2.00192  0.88964
S  1.01347  0.46715  0.23676
H  1.02137  -2.02376  1.50874
H  -0.38224  -2.80312  0.70414
H  -0.78890  -1.62003  1.75946
H  0.04552  1.50543  -1.83455
H  1.75913  0.61420  -1.94176
H  1.54412  2.22914  -1.37137
H  -0.39002  -1.11507  -1.09609
H  0.49574  2.21802  1.77497
H  -2.47786  -0.41763  1.53386

Cartesian forces (eV/Å) of the 3 atoms listed first:
-0.5 2.4 -4.4
-0.1 -2.9 1.7
0.5 -1.9 -2.9

***

Below is a structure of composition C59H64N2O6PRbSSi, with properties calculated with ωB97M-V/def2-TZVPD.

Properties
energy above the lowest of the compared OMol25 structures with the same formula, charge and spin	12.3	kcal/mol
multiplicity	1
Kohn-Sham gap	3.9	eV
HOMO level	-0.848	eV
total charge	-2

Geometry (Å):
Rb  0.29074  -0.74753  -0.13194
C  -0.90326  2.42874  -2.14728
C  -0.22752  3.76557  -1.87795
C  1.18584  3.53991  -1.34697
C  -1.06689  4.64175  -0.93863
C  -0.48629  6.05217  -0.74649
O  -0.13899  6.11006  0.64441
C  -0.58600  4.93676  1.19544
N  -1.13514  4.09631  0.42657
C  -0.39938  4.84525  2.65616
C  -0.32045  6.05554  3.35325
C  -0.19936  6.07621  4.72806
C  -0.15201  4.87695  5.42424
C  -0.21420  3.67795  4.73694
C  -0.33501  3.62423  3.34448
P  -0.39065  1.97040  2.49264
C  -2.14672  1.58746  2.88437
C  -3.06438  1.66822  1.84216
C  -4.41439  1.43474  2.06990
C  -4.85826  1.10798  3.34024
C  -3.94856  1.00976  4.38511
C  -2.60290  1.24981  4.15792
C  0.53097  0.93128  3.67989
C  0.11927  -0.38863  3.87818
C  0.88496  -1.25965  4.64016
C  2.07318  -0.82488  5.20752
C  2.50810  0.47492  4.99167
C  1.74705  1.34351  4.22304
H  -0.41586  1.90736  -2.97347
H  -1.96523  2.52874  -2.38685
H  -0.79188  1.78633  -1.27344
H  -0.17430  4.32723  -2.82171
H  1.17700  2.90854  -0.45489
H  1.70275  4.47185  -1.10220
H  1.79405  3.02091  -2.09003
H  -2.08669  4.69005  -1.33139
H  -1.20068  6.85078  -0.95541
H  0.41983  6.21938  -1.32934
H  -0.35922  6.98273  2.79955
H  -0.13997  7.02299  5.25059
H  -0.05959  4.86853  6.50368
H  -0.15140  2.75131  5.28893
H  -2.71051  1.92520  0.85076
H  -5.11657  1.48671  1.24580
H  -5.90724  0.90051  3.51338
H  -4.28469  0.72582  5.37515
H  -1.89337  1.14226  4.96797
H  -0.78499  -0.76277  3.40829
H  0.55810  -2.28764  4.75035
H  2.68544  -1.51408  5.77654
H  3.45955  0.80337  5.39263
H  2.11299  2.34882  4.04178
C  4.25563  -4.70113  4.71462
O  5.06530  -3.56592  4.49618
C  4.58146  -2.63228  3.60870
C  5.40634  -1.50157  3.42737
C  4.97516  -0.52725  2.56338
C  3.73818  -0.57346  1.89307
C  3.35069  0.54306  1.04954
C  4.42529  1.50343  0.56153
O  2.19009  0.77673  0.70424
C  2.88855  -1.73240  2.07835
O  1.78097  -1.89373  1.51200
C  3.39266  -2.76067  2.95362
H  4.77981  -5.31495  5.44567
H  4.11293  -5.27398  3.79294
H  3.27005  -4.42574  5.10400
H  6.35136  -1.43981  3.95045
H  5.61331  0.33646  2.41573
H  4.67976  2.21492  1.35343
H  4.01667  2.04752  -0.28699
H  5.33527  0.99050  0.25483
H  2.74022  -3.61344  3.08446
C  -3.78062  -0.44975  -1.10733
C  -2.93684  -0.67563  -2.32524
O  -1.73445  -0.79962  -2.25750
C  -3.59544  -0.70954  -3.68040
C  -2.83748  -1.13185  -4.77003
C  -3.39673  -1.15304  -6.03653
C  -4.71070  -0.74206  -6.22188
C  -5.46978  -0.31913  -5.14148
C  -4.91475  -0.30985  -3.86902
H  -3.20485  -0.70465  -0.21168
H  -4.69568  -1.04282  -1.13583
H  -4.06786  0.60688  -1.07235
H  -1.81657  -1.44687  -4.60175
H  -2.80885  -1.49360  -6.87946
H  -5.14307  -0.75705  -7.21504
H  -6.49398  -0.00010  -5.28734
H  -5.50707  0.01333  -3.02351
C  -4.10739  -2.40936  2.47377
Si  -2.35418  -2.58272  1.64141
C  -2.77505  -4.02524  0.41095
C  -1.45809  -3.60842  3.02317
C  -0.27479  -4.30665  2.74345
C  0.43900  -4.97937  3.72415
C  0.00466  -4.96500  5.04599
C  -1.15597  -4.27163  5.36056
C  -1.86695  -3.61065  4.36353
H  -4.45851  -3.34765  2.92190
H  -4.83530  -2.11818  1.70393
H  -4.13993  -1.62506  3.23544
H  -3.33637  -4.83960  0.88557
H  -1.87301  -4.45184  -0.03816
H  -3.38277  -3.64136  -0.41973
H  0.12156  -4.30052  1.73194
H  1.34898  -5.50727  3.45548
H  0.56706  -5.48080  5.81699
H  -1.50772  -4.23723  6.38730
H  -2.76828  -3.07456  4.64537
C  1.52682  -4.32140  -1.53311
C  2.40566  -4.44227  -2.57191
C  3.78665  -4.00960  -2.51069
C  4.60182  -4.01410  -3.60133
C  4.15903  -4.46546  -4.87328
C  2.82288  -4.92900  -4.95632
C  1.99309  -4.92654  -3.87598
C  5.00615  -4.46416  -5.99861
N  5.70009  -4.46961  -6.92977
H  1.81880  -3.95147  -0.55596
H  0.49138  -4.61631  -1.67321
H  4.15986  -3.62610  -1.56714
H  5.61770  -3.64750  -3.49874
H  2.45307  -5.29300  -5.91012
H  0.97369  -5.28467  -3.98496
C  2.18631  0.97018  -4.46622
S  2.14971  0.13175  -2.86928
C  1.60707  -1.45142  -3.48381
O  3.56510  0.02790  -2.43571
H  2.89472  0.45022  -5.11207
H  2.51651  1.99484  -4.29951
H  1.18785  0.96689  -4.90719
H  0.58269  -1.33252  -3.84369
H  1.61959  -2.18858  -2.67286
H  2.28656  -1.79135  -4.26791

Cartesian forces (eV/Å) of the 3 atoms listed first:
-0.9 -0.2 -0.4
0.1 -0.2 0.0
0.0 0.1 0.0

***

Below is a cluster of 4 separate species, C48H98O14P3S in total, with properties calculated with ωB97M-V/def2-TZVPD.

Properties
multiplicity	1
Kohn-Sham gap	3.2	eV
HOMO level	-1.961	eV
total charge	-1

Geometry (Å):
C  3.34014  -1.90068  3.13222
C  2.82499  -0.69945  2.31840
C  1.52422  -1.00626  1.55739
C  0.35944  -1.13504  2.55495
C  -0.74491  -2.05156  1.99391
C  -2.13409  -1.75046  2.56040
C  -2.76163  -0.41062  2.08327
C  -2.13079  0.22218  0.82979
C  -3.14098  1.18170  0.13576
C  -2.65787  2.65939  0.09580
C  -3.45280  3.57053  1.06618
C  -2.56288  4.70436  1.60980
S  -3.56980  6.23127  1.70222
C  -2.21096  4.39830  3.06521
C  -1.17056  5.35176  3.65808
O  0.07709  4.64476  3.82776
C  0.80258  4.96446  4.98914
C  2.27218  5.20927  4.61824
O  3.16204  4.44742  5.45149
C  4.10694  3.73357  4.77093
C  5.42352  4.14699  4.73181
C  6.37502  3.39356  4.06851
C  6.06048  2.22013  3.39731
C  7.06991  1.36958  2.61054
C  6.67080  -0.11776  2.83825
C  8.50188  1.46605  3.18460
C  7.00554  1.57411  1.07961
C  7.02698  3.00140  0.49999
C  5.64519  3.71667  0.57226
C  8.12238  3.91234  1.05616
C  7.34248  2.84182  -1.02482
C  4.72424  1.82794  3.43496
C  3.77554  2.55687  4.11832
H  4.30511  -2.21604  2.72943
H  3.44342  -1.68978  4.19521
H  2.68955  -2.77170  3.02451
H  2.58245  0.12670  2.98998
H  3.58076  -0.36004  1.60703
H  1.31723  -0.12397  0.94818
H  1.61723  -1.91104  0.95487
H  -0.05349  -0.14484  2.75401
H  0.70546  -1.56262  3.49898
H  -0.71182  -2.04924  0.90465
H  -0.48597  -3.07430  2.29492
H  -2.02723  -1.69660  3.64709
H  -2.76958  -2.60631  2.32155
H  -3.82251  -0.56552  1.88578
H  -2.67890  0.31472  2.89410
H  -1.29075  0.85039  1.12095
H  -1.85706  -0.52491  0.08708
H  -4.12084  1.16772  0.61459
H  -3.27170  0.86035  -0.90160
H  -2.87890  3.04186  -0.90328
H  -1.60239  2.75086  0.34336
H  -4.27296  4.03592  0.51798
H  -3.86907  2.97959  1.90455
H  -3.12827  6.99647  0.68942
H  -3.13121  4.38493  3.69064
H  -1.78788  3.38909  3.12058
H  -1.01090  6.16674  2.95046
H  -1.53478  5.73885  4.61446
H  0.40000  5.83902  5.50673
H  0.73674  4.12276  5.69142
H  2.48864  6.26055  4.82863
H  2.40252  5.00863  3.55631
H  5.67620  5.07196  5.23464
H  7.39060  3.76159  4.09677
H  6.59365  -0.34420  3.90131
H  5.77881  -0.40798  2.28811
H  7.50565  -0.72255  2.46648
H  8.64331  0.72214  3.96743
H  8.71746  2.44695  3.59853
H  9.23331  1.27594  2.39745
H  7.84639  1.02521  0.64488
H  6.09384  1.09920  0.70342
H  5.72515  4.52999  1.29769
H  5.34356  4.12560  -0.38854
H  4.88437  3.05583  0.98644
H  9.09646  3.48325  0.78649
H  8.12065  3.99937  2.13800
H  8.09624  4.88751  0.56939
H  6.39724  2.66502  -1.54111
H  7.97549  1.97374  -1.21306
H  7.78580  3.75779  -1.41310
H  4.37077  0.94093  2.93291
H  2.75097  2.20276  4.14364
O  -5.28869  -0.55775  -4.87416
P  -5.53468  0.67441  -5.64223
O  -4.66080  0.61264  -7.00663
C  -4.95073  -0.40088  -7.97083
C  -6.31021  -0.22257  -8.62184
O  -4.73423  1.81609  -4.83346
C  -4.08375  1.57583  -3.58032
C  -2.62573  1.22919  -3.77833
O  -6.71097  1.62258  -6.12843
C  -6.92405  2.98970  -5.72963
C  -6.04978  3.94075  -6.51239
H  -4.87528  -1.38478  -7.49885
H  -4.16852  -0.33253  -8.72647
H  -7.11721  -0.36154  -7.89923
H  -6.44388  -0.95098  -9.42286
H  -6.41103  0.78111  -9.03455
H  -4.60418  0.81057  -3.00782
H  -4.15284  2.50282  -3.00890
H  -2.50409  0.41214  -4.49270
H  -2.16637  0.94219  -2.83209
H  -2.08292  2.08604  -4.18125
H  -6.80261  3.10747  -4.65576
H  -7.97144  3.20243  -5.94817
H  -4.99828  3.66930  -6.45537
H  -6.16885  4.95447  -6.12857
H  -6.32652  3.93113  -7.56841
O  -4.70974  -5.14063  3.53977
P  -4.81197  -6.41579  2.78104
O  -5.53988  -5.80817  1.42493
C  -4.79572  -4.94827  0.56088
C  -3.65028  -5.65763  -0.13770
O  -6.06624  -7.13863  3.51912
C  -6.53532  -6.72342  4.80198
C  -7.66486  -5.72486  4.66674
O  -4.38728  -7.74189  1.96610
C  -4.96176  -9.04978  2.09749
C  -6.24480  -9.16667  1.30687
H  -4.42548  -4.09111  1.13101
H  -5.50405  -4.57518  -0.17820
H  -2.88504  -5.97453  0.57623
H  -3.18063  -4.99155  -0.86236
H  -4.00505  -6.54999  -0.65363
H  -5.72246  -6.32730  5.40852
H  -6.89743  -7.62389  5.30408
H  -7.38174  -4.89738  4.01709
H  -7.94508  -5.32551  5.64223
H  -8.54035  -6.19994  4.22090
H  -5.09528  -9.32035  3.14275
H  -4.22466  -9.74431  1.69033
H  -6.95720  -8.38680  1.56558
H  -6.70666  -10.13770  1.49211
H  -6.04350  -9.07259  0.23897
O  2.97446  1.18283  -4.24255
P  3.04517  -0.28651  -4.26151
O  1.72296  -0.89450  -3.57382
C  0.44017  -0.66782  -4.17580
C  0.28344  -1.36563  -5.51307
O  4.13951  -0.63561  -3.11344
C  4.85851  0.38120  -2.41512
C  4.15497  0.74736  -1.12470
O  3.43681  -1.49141  -5.22129
C  4.54243  -2.39091  -5.05328
C  4.21929  -3.49208  -4.06988
H  0.27575  0.40762  -4.27643
H  -0.29809  -1.05241  -3.47403
H  0.96141  -0.94711  -6.26132
H  -0.73760  -1.25141  -5.87887
H  0.51211  -2.42794  -5.42346
H  5.01644  1.25460  -3.04590
H  5.84521  -0.03417  -2.19386
H  3.10850  0.99495  -1.30338
H  4.63888  1.60099  -0.64723
H  4.17227  -0.09543  -0.43071
H  5.44884  -1.85221  -4.78569
H  4.72155  -2.82969  -6.03621
H  3.87620  -3.09890  -3.11562
H  5.10362  -4.10701  -3.89625
H  3.42224  -4.12773  -4.45897

Cartesian forces (eV/Å) of the 3 atoms listed first:
0.2 -0.1 -0.4
-0.6 -0.5 -0.1
0.2 0.7 1.1

***

Below is the ion CH2ClO3S with charge -1, with properties calculated with ωB97M-V/def2-TZVPD.

Properties
energy above the lowest of the compared OMol25 structures with the same formula, charge and spin	23.1	kcal/mol
multiplicity	1
Kohn-Sham gap	7.2	eV
HOMO level	-3.545	eV
total charge	-1

Geometry (Å):
C  -0.75425  0.36430  -0.49860
O  -2.38699  -1.55343  0.12258
O  -3.36128  0.63450  0.70452
O  -0.27396  0.24598  -1.80166
S  -2.72810  -0.12364  -0.34425
Cl  -0.43753  2.12194  0.25352
H  -0.22928  -0.30950  0.21286
H  0.45738  -0.41354  -1.67152

Cartesian forces (eV/Å) of the 3 atoms listed first:
-0.9 0.6 1.1
-0.4 1.7 -0.8
-0.4 1.3 1.3

***

Q: Which F_max values were calculated for the entries above? A: 6.12 4.23 5.92 0.98 7.27 3.79, in eV/A.